The following is a DFT calculation (ωB97M-V/def2-TZVPD) of a 2-piece molecular cluster, C5H8NO2S overall in a non-equilibrium geometry.

Positions of all 17 atoms, in Å:
S1 2.1910 -0.8045 0.8137
O1 -1.3416 0.5663 0.5758
O2 3.5150 -0.4230 -0.2272
N1 1.0634 1.6027 0.0460
C1 -1.4883 -1.4261 -0.5070
C2 -2.8151 -0.9769 -0.1225
C3 1.2563 0.1287 -0.2541
C4 -0.7235 -0.4175 -0.0365
C5 -2.7148 0.1738 0.5807
H1 1.5105 -0.1887 -1.2194
H2 -3.6924 -1.6058 -0.1525
H3 1.3038 2.0609 -0.8439
H4 1.9343 2.0244 0.5513
H5 -3.3343 0.7168 1.2484
H6 4.3482 -0.7487 0.1867
H7 0.1706 1.5596 0.5038
H8 -1.1831 -2.2420 -1.1432

Calculated values
gap between HOMO and LUMO: 0.3423 Ha
energy above the lowest of the compared OMol25 structures with the same formula, charge and spin: 89.8 kcal per mole
LUMO energy: -0.1341 hartree
max |F|: 6.21 eV/A
total charge: +1

The following is a DFT calculation (ωB97M-V/def2-TZVPD) of a 5-piece molecular cluster, C4H16ClO4 overall in a non-equilibrium geometry.

Positions of all 25 atoms, in Å:
Cl1 -0.5321 -0.1695 1.4835
O1 1.3672 -1.9878 -1.7430
O2 0.5168 -4.8006 1.7843
O3 -2.6661 3.4859 0.7119
O4 2.1076 3.2165 -0.4857
C1 1.8818 -4.4463 1.6187
C2 -3.9905 3.2144 0.3007
C3 1.7103 4.6313 -0.4749
C4 0.4208 -2.9233 -2.1965
H1 -4.6675 3.0697 1.1425
H2 2.3279 -5.1391 0.9052
H3 2.2910 -4.5371 2.6249
H4 -2.2635 2.6837 1.0525
H5 -0.5856 -2.8054 -1.7949
H6 0.7806 -3.8857 -1.8327
H7 -4.1176 2.3118 -0.2972
H8 1.9999 -3.3803 1.4243
H9 2.1577 5.1711 -1.3095
H10 1.6514 5.1529 0.4803
H11 0.6363 4.6349 -0.6610
H12 0.5787 -5.7306 2.0143
H13 0.9538 -1.5422 -1.0000
H14 0.3616 -3.0333 -3.2794
H15 1.3500 2.6695 -0.2654
H16 -4.2707 4.1395 -0.2030

Calculated values
gap between HOMO and LUMO: 0.2717 Ha
energy above the lowest of the compared OMol25 structures with the same formula, charge and spin: 46.0 kcal per mole
LUMO energy: 0.1168 hartree
max |F|: 2.65 eV/A
total charge: -1

The following is a DFT calculation (ωB97M-V/def2-TZVPD) of C9H21N3O3Sn as an isolated structure in a non-equilibrium geometry.

Positions of all 37 atoms, in Å:
Sn1 -0.8794 -0.7180 1.8910
O1 1.6453 -1.8219 2.0807
O2 -1.6307 1.6866 0.8830
O3 -0.7440 -0.5471 -0.7688
N1 -2.2693 3.3255 -0.5353
N2 3.8317 -2.1312 2.5297
N3 -1.8599 -1.2524 -2.5885
C1 -1.7429 2.9001 0.6023
C2 -3.0698 -1.5951 -1.8695
C3 0.4810 -0.6741 -2.8223
C4 -2.8186 2.4429 -1.5465
C5 -0.7665 -0.7784 -1.9977
C6 -1.2720 3.9361 1.5909
C7 3.7321 -2.3610 3.9619
C8 3.1859 -1.6192 0.2504
C9 2.8425 -1.8620 1.7042
H1 2.6505 -0.7108 -0.0273
H2 -3.4481 -0.7673 -1.2713
H3 4.6924 -2.2230 4.4448
H4 -1.7488 -1.4666 -3.5668
H5 -3.8645 -1.8717 -2.5550
H6 -2.8408 1.3985 -1.2547
H7 4.2495 -1.4356 0.1149
H8 3.0301 -1.6455 4.3940
H9 -2.8461 -2.4337 -1.2065
H10 3.3069 -3.3377 4.1905
H11 4.7677 -2.1121 2.1569
H12 1.3436 -1.1043 -2.3161
H13 -1.9008 3.9540 2.4811
H14 0.4179 -1.2065 -3.7697
H15 -1.2958 4.9210 1.1308
H16 2.8631 -2.4477 -0.3754
H17 -0.2822 3.6397 1.9317
H18 -2.1799 2.4783 -2.4319
H19 -2.4720 4.3092 -0.6158
H20 0.7135 0.3785 -2.9888
H21 -3.8215 2.7524 -1.8312

Calculated values
gap between HOMO and LUMO: 0.2648 Ha
energy above the lowest of the compared OMol25 structures with the same formula, charge and spin: 0.0 kcal per mole
LUMO energy: -0.3285 hartree
max |F|: 2.90 eV/A
total charge: +2

The following is a DFT calculation (ωB97M-V/def2-TZVPD) of C4H10N4 as an isolated structure in a non-equilibrium geometry.

Positions of all 18 atoms, in Å:
N1 1.5337 -0.8630 -0.2262
N2 1.8685 0.3575 -0.8654
N3 -2.6890 0.0666 0.5446
N4 -1.2140 -1.2080 -0.9921
C1 -1.4763 -0.0168 -0.1391
C2 -0.6128 1.0179 -0.2276
C3 0.8158 1.1186 -0.8205
C4 1.8127 -0.2893 1.1040
H1 1.2191 2.2612 -0.9714
H2 0.8502 -0.0211 1.5684
H3 -1.6136 -2.1760 -0.6575
H4 -2.9423 0.8953 1.1668
H5 -3.5481 -0.0002 -0.4701
H6 2.3618 -1.0685 1.6537
H7 -0.0821 -1.0143 -1.0837
H8 2.1766 -1.7355 -0.6540
H9 -1.0463 2.0573 -0.2125
H10 2.5861 0.6181 1.2825

Calculated values
gap between HOMO and LUMO: 0.3099 Ha
energy above the lowest of the compared OMol25 structures with the same formula, charge and spin: 148.6 kcal per mole
LUMO energy: 0.0160 hartree
max |F|: 5.49 eV/A

The following is a DFT calculation (ωB97M-V/def2-TZVPD) of one molecule with the formula C3H5BN2 in a non-equilibrium geometry.

Positions of all 11 atoms, in Å:
N1 -1.5555 -0.4311 -0.9202
N2 0.2744 -0.2345 0.3844
C1 -0.5639 0.1742 -1.7002
C2 0.5751 0.2189 -0.8880
C3 -1.0081 -0.7044 0.1712
B1 0.8528 0.1662 1.5898
H1 1.7376 0.8678 1.3384
H2 0.5778 -0.0777 2.7809
H3 -0.6966 0.4153 -2.7654
H4 -1.6217 -1.1466 1.0315
H5 1.4282 0.7517 -1.0223

Calculated values
gap between HOMO and LUMO: 0.3487 Ha
energy above the lowest of the compared OMol25 structures with the same formula, charge and spin: 3.6 kcal per mole
LUMO energy: 0.0079 hartree
max |F|: 5.52 eV/A
SMILES string: Bn1ccnc1

The following is a DFT calculation (ωB97M-V/def2-TZVPD) of C2H2CaFLiO2 as an isolated structure in a non-equilibrium geometry.

Positions of all 9 atoms, in Å:
Ca1 -1.8496 -1.1159 -2.2313
F1 1.7267 1.2054 1.0919
O1 -0.7841 -0.6684 -0.5782
O2 0.2999 -0.2577 1.8574
C1 0.1236 0.3676 -0.4540
C2 0.6833 0.4106 0.9354
Li1 -0.9674 -1.5685 1.1279
H1 1.0606 0.2628 -1.0625
H2 -0.2930 1.3640 -0.6867

Calculated values
gap between HOMO and LUMO: 0.3483 Ha
energy above the lowest of the compared OMol25 structures with the same formula, charge and spin: 0.0 kcal per mole
LUMO energy: -0.3655 hartree
max |F|: 2.17 eV/A
total charge: +2